Record 1
Computed, not measured: a structure of composition C2H5BrClN2O5S2 in a non-equilibrium geometry, with ωB97M-V/def2-TZVPD.

Structure (XYZ):
```
18
C2H5BrClN2O5S2, DFT ωB97M-V/def2-TZVPD
C -0.65 -1.48 -0.49
C -0.45 0.04 -0.92
N -0.79 -1.91 0.87
N 0.88 0.36 -0.93
O -0.03 1.87 0.92
O 2.37 1.96 0.57
O 1.28 0.01 1.80
O -1.90 2.31 -0.49
O -2.13 0.62 1.05
S 1.62 0.81 0.64
S -1.21 1.28 0.22
Cl 1.13 1.69 -1.93
Br 3.32 -0.60 -0.10
H -1.50 -1.80 -1.14
H 0.18 -1.97 -0.93
H -0.90 0.16 -1.87
H 0.11 -2.13 1.36
H -1.33 -1.20 1.39
```

The LUMO energy comes out at 3.1 eV. As for the total charge: -1. Its HOMO energy is -0.213 hartree. For the orbital gap, the calculation gives 8.886 eV. The spin multiplicity is 1.

Here are the Mulliken charges for atoms 1 to 6, given in e: C -0.8846; C -0.2949; N -0.6199; N -0.2242; O -0.5579; O -0.5270

Record 2
Computed, not measured: the molecule C2H3NO2S in a non-equilibrium geometry, with ωB97M-V/def2-TZVPD.

Structure (XYZ):
```
9
C2H3NO2S, DFT ωB97M-V/def2-TZVPD
C -2.25 -0.37 0.52
C 0.29 0.41 0.03
N -0.84 -0.33 0.18
O -4.78 0.57 0.47
O -2.99 -1.31 -0.21
S -3.65 0.30 -0.38
H 0.04 1.42 0.03
H 1.07 -0.23 -0.17
H -0.76 -1.35 0.16
```

The LUMO energy (spin up / spin down) comes out at -0.7 / -0.3 eV. As for the total charge: 0. Its HOMO energy (spin up / spin down) is -0.287 / -0.298 hartree. For the orbital gap (spin up / spin down), the calculation gives 7.160 / 7.848 eV. The spin multiplicity is 1.

Here are the Mulliken charges for atoms 1 to 6, given in e: C -0.0347; C -0.3316; N -0.0940; O -0.4436; O -0.3413; S 0.4234

Record 3
Computed, not measured: the molecule C21H30F3N3O2, with ωB97M-V/def2-TZVPD.

Structure (XYZ):
```
59
C21H30F3N3O2, DFT ωB97M-V/def2-TZVPD
C 1.97 2.46 -2.01
C 2.90 2.18 -0.85
O 2.61 2.41 0.31
N 4.10 1.68 -1.24
C 5.11 1.25 -0.29
C 4.59 0.17 0.67
C 3.92 -0.96 -0.10
O 4.03 -1.08 -1.31
N 3.17 -1.81 0.64
C 3.15 -1.77 2.08
C 2.35 -2.79 -0.04
C 0.91 -2.30 -0.32
C 0.09 -2.06 0.95
C -1.31 -1.58 0.58
N -1.31 -0.38 -0.22
C -1.01 0.85 0.49
C -1.94 1.98 0.01
C -3.35 1.65 0.36
C -3.98 2.21 1.47
C -5.27 1.85 1.82
C -5.95 0.89 1.08
C -5.32 0.33 -0.02
C -6.01 -0.73 -0.83
F -5.51 -1.96 -0.58
F -5.88 -0.55 -2.15
F -7.33 -0.82 -0.59
C -4.04 0.70 -0.39
C -0.53 -0.57 -1.43
C 0.91 -1.02 -1.15
H 1.03 2.85 -1.64
H 2.42 3.21 -2.67
H 1.80 1.56 -2.59
H 4.17 1.28 -2.16
H 5.43 2.11 0.30
H 5.95 0.87 -0.87
H 5.41 -0.22 1.27
H 3.85 0.63 1.33
H 2.60 -2.63 2.46
H 4.17 -1.82 2.49
H 2.68 -0.86 2.46
H 2.83 -2.99 -1.00
H 2.32 -3.71 0.55
H 0.42 -3.09 -0.90
H 0.03 -2.98 1.54
H 0.57 -1.29 1.56
H -1.91 -1.40 1.47
H -1.82 -2.36 -0.01
H -1.18 0.70 1.56
H 0.03 1.18 0.37
H -1.63 2.92 0.49
H -1.83 2.09 -1.07
H -3.45 2.95 2.05
H -5.74 2.30 2.68
H -6.95 0.60 1.36
H -3.57 0.25 -1.24
H -0.53 0.37 -2.00
H -1.04 -1.33 -2.03
H 1.44 -1.18 -2.09
H 1.43 -0.23 -0.61
```

Its SMILES is CC(=O)NCCC(=O)N(C)CC1CCN(CCc2cccc(C(F)(F)F)c2)CC1. The LUMO energy comes out at 0.7 eV. As for the total charge: 0. Its HOMO energy is -0.301 hartree. For the orbital gap, the calculation gives 8.900 eV. The spin multiplicity is 1.

Here are the Mulliken charges for atoms 1 to 6, given in e: C -1.2221; C 0.7589; O -0.6572; N -0.1172; C -1.1118; C -0.8265

Record 4
Computed, not measured: a cluster of 3 separate species, C2H2N4 in total in a non-equilibrium geometry, with ωB97M-V/def2-TZVPD.

Structure (XYZ):
```
8
C2H2N4, DFT ωB97M-V/def2-TZVPD
C -1.69 -0.18 -0.45
N -1.52 0.96 -0.55
H -2.09 -1.16 -0.43
C 1.16 -0.92 0.43
N 0.11 -1.31 0.19
H 2.18 -0.81 0.70
N 0.52 2.04 -0.10
N 1.34 1.37 0.21
```

Its SMILES is C#N.C#N.N#N. The LUMO energy comes out at 0.9 eV. As for the total charge: 0. Its HOMO energy is -0.406 hartree. For the orbital gap, the calculation gives 11.967 eV. The spin multiplicity is 1.

Here are the Mulliken charges for atoms 1 to 6, given in e: C 0.2147; N -0.4516; H 0.2857; C 0.0909; N -0.3683; H 0.2846

Record 5
Computed, not measured: a structure of composition C5H6O, with ωB97M-V/def2-TZVPD.

Structure (XYZ):
```
12
C5H6O, DFT ωB97M-V/def2-TZVPD
C 0.55 1.43 1.62
C -0.18 1.60 0.63
C 0.11 0.14 0.15
C 0.52 -0.18 -1.28
O -0.47 -1.23 -1.32
C -1.04 -0.83 -0.07
H 1.06 1.13 2.51
H 0.88 -0.33 0.79
H 0.35 0.59 -2.03
H 1.54 -0.57 -1.35
H -1.09 -1.65 0.66
H -2.04 -0.38 -0.18
```

The LUMO energy comes out at 0.6 eV. As for the total charge: 0. Its HOMO energy is -0.356 hartree. For the orbital gap, the calculation gives 10.287 eV. The spin multiplicity is 1.

Here are the Mulliken charges for atoms 1 to 6, given in e: C -0.1151; C -0.8199; C 0.7647; C -0.4223; O -0.3923; C -0.4306

Record 6
Computed, not measured: a cluster of 3 separate species, C3H6FNO3 in total in a non-equilibrium geometry, with ωB97M-V/def2-TZVPD.

Structure (XYZ):
```
14
C3H6FNO3, DFT ωB97M-V/def2-TZVPD
N 1.12 -3.53 1.04
C 2.24 -3.25 0.83
O 3.28 -2.82 0.56
H 0.48 -4.28 1.26
O 3.55 0.20 -1.91
C 2.41 -0.16 -1.77
F 1.51 0.31 -2.60
H 2.15 -0.91 -0.98
C -2.91 2.14 0.71
O -2.97 3.53 0.53
H -2.29 1.78 1.55
H -2.47 1.53 -0.05
H -3.99 1.93 0.73
H -2.13 3.56 0.09
```

Its SMILES is N=C=O.O=CF.CO. The LUMO energy comes out at 0.3 eV. As for the total charge: 0. Its HOMO energy is -0.387 hartree. For the orbital gap, the calculation gives 10.873 eV. The spin multiplicity is 1.

Here are the Mulliken charges for atoms 1 to 6, given in e: N -0.3503; C 0.5200; O -0.4232; H 0.2802; O -0.4043; C 0.4398